ORCA calculation (ωB97M-V/def2-TZVPD) on an isolated ion of composition C5H15N2S and charge +1 in a non-equilibrium geometry.

```
23
Properties=species:S:1:pos:R:3:forces:R:3
S -0.999 3.549 -1.818 -0.91 -0.45 -0.34
N 1.074 -1.165 1.613 0.13 -0.58 1.12
N -0.110 -0.511 -1.631 -0.01 1.76 -0.12
C -0.079 2.005 -1.645 0.11 -0.78 0.96
C -0.316 -1.472 -0.611 0.73 0.23 -0.19
C -0.913 0.709 -1.774 -0.16 -0.61 -1.91
C -0.173 -0.919 0.855 -1.52 -0.93 -1.14
C 1.093 -0.534 2.973 0.17 2.10 0.99
H 0.600 -0.540 -2.337 0.25 -0.78 0.26
H 1.886 -0.861 1.065 -0.06 -0.36 0.19
H -1.778 0.664 -1.104 0.33 0.35 0.25
H 0.861 2.092 -2.228 -0.76 -0.64 0.01
H -1.369 0.659 -2.782 0.05 0.20 0.27
H 0.147 -0.051 3.222 -0.17 -0.30 -0.47
H -2.060 3.000 -2.502 0.68 0.40 0.38
H 0.323 -2.321 -0.869 -0.05 -0.16 0.49
H 1.808 0.293 2.957 0.04 -0.25 0.01
H -0.346 0.157 0.740 0.02 -0.23 0.70
H -1.344 -1.821 -0.620 -0.29 -0.26 -0.14
H 1.144 -2.150 1.891 0.22 -0.05 -1.15
H -0.988 -1.469 1.367 0.54 0.88 0.40
H 0.213 1.851 -0.607 0.52 0.91 0.32
H 1.327 -1.164 3.842 0.15 -0.43 -0.88
```
Positions in Å, forces in eV/Å.

## Properties
SMILES string   C[NH2+]CCNCCS
LUMO energy   -3.47 eV
Spin multiplicity   1
ΔE to the lowest compared entry with this formula, charge and spin   46.90 kcal per mole
E_HOMO   -0.430 hartree
Net charge   +1
E   -19235.7794 eV